{
  "formula": "C4H8O3",
  "method": "the ωB97M-V functional and the def2-TZVPD basis",
  "elements": ["O", "C", "C", "O", "C", "C", "O", "H", "H", "H", "H", "H", "H", "H", "H"],
  "xyz": [[0.418507, 1.906606, -0.761906], [-0.147372, 1.486180, 0.231178], [-1.155356, 0.374182, 0.290312], [-1.697191, 0.195729, 1.576999], [-0.418745, -0.854255, -0.266782], [1.225249, -0.884716, -0.363220], [1.714402, -0.235540, -1.468338], [0.061692, 1.921889, 1.223250], [-1.998713, 0.656490, -0.349534], [-1.005592, -0.113221, 2.178410], [-0.737155, -1.053049, -1.289173], [-0.702140, -1.712904, 0.343750], [1.492209, -1.940478, -0.450546], [1.612760, -0.464191, 0.579277], [1.337445, 0.717278, -1.473677]],
  "forces_ev_per_a": [[-0.8, -0.1, 0.9], [0.1, 1.1, 0.0], [0.5, -0.1, -0.7], [0.3, 0.1, 0.2], [1.5, -1.0, -0.5], [-2.5, 0.2, 0.9], [-0.3, 2.0, -0.9], [0.2, 0.2, 0.1], [0.1, -0.1, 0.0], [-0.1, 0.0, -0.1], [-0.1, 0.0, 0.0], [-0.2, 0.0, 0.0], [0.1, 0.2, 0.2], [0.2, -0.2, 0.0], [0.9, -2.2, -0.1]],
  "molar_mass_g_mol": 104.1,
  "energy_ev": -10418.784,
  "relative_energy_kcal_mol": 51.2,
  "charge": 0
}


{
  "formula": "C4H8O3",
  "method": "the ωB97M-V functional and the def2-TZVPD basis",
  "elements": ["O", "C", "C", "O", "H", "H", "C", "O", "C", "H", "H", "H", "H", "H", "H"],
  "xyz": [[-0.590003, 2.007827, 0.169336], [0.453144, 1.490401, 0.309848], [1.681527, 1.015406, 0.454465], [2.703868, 1.911587, 0.747244], [1.858181, -0.052792, 0.457788], [3.102818, 2.186506, -0.087534], [-1.527519, -0.906818, 0.728698], [-0.346696, -0.905262, -0.040916], [-0.607171, -0.865630, -1.424709], [-1.225361, -0.863878, 1.777830], [-2.112976, -1.820866, 0.553702], [-2.150116, -0.029432, 0.500035], [-1.159319, -1.758165, -1.752802], [0.361025, -0.831949, -1.930633], [-1.184870, 0.032021, -1.692519]],
  "forces_ev_per_a": [[0.9, -0.4, 0.1], [-0.6, 0.4, -0.1], [-0.3, -0.1, 0.0], [0.1, 0.1, -0.2], [0.0, 0.2, 0.0], [0.0, 0.0, 0.2], [-0.2, 0.0, 0.2], [0.0, 0.0, 0.0], [0.0, 0.0, -0.2], [-0.1, 0.0, -0.1], [0.1, 0.1, 0.0], [0.1, -0.1, 0.0], [0.1, 0.1, 0.1], [-0.2, 0.0, 0.0], [0.1, -0.1, 0.0]],
  "molar_mass_g_mol": 104.1,
  "energy_ev": -10417.671,
  "relative_energy_kcal_mol": 76.9,
  "charge": 0
}


{
  "formula": "C4H8O3",
  "method": "the ωB97M-V functional and the def2-TZVPD basis",
  "elements": ["C", "C", "O", "C", "C", "O", "O", "H", "H", "H", "H", "H", "H", "H", "H"],
  "xyz": [[-0.230507, 0.906749, 1.605840], [0.526411, 0.141567, 0.473831], [1.939677, 0.270356, 0.565619], [0.119206, 0.362996, -0.990758], [-0.972776, -0.903541, -1.365145], [-2.170373, -0.931177, -1.169558], [-0.058819, -1.858581, -1.905810], [-0.225550, 2.026262, 1.314241], [-1.256255, 0.681420, 1.700529], [0.264014, 0.777097, 2.548862], [0.069301, -0.883659, 0.695960], [2.100969, 0.649633, 1.413981], [1.014647, 0.095640, -1.706635], [-0.384683, 1.259623, -1.326455], [-0.735263, -2.594384, -1.854503]],
  "forces_ev_per_a": [[1.5, 3.1, -2.5], [-2.0, -1.1, 0.7], [-1.0, -0.5, -0.6], [-0.8, -2.9, -2.0], [3.0, 3.4, 0.5], [2.5, -1.0, -0.7], [-4.8, -0.5, 1.3], [0.2, -1.4, 0.8], [-1.1, -0.8, -0.1], [0.3, -0.1, 0.5], [1.8, 0.4, -0.2], [0.5, 0.4, 0.9], [-1.7, 0.8, 1.7], [0.2, 0.5, 0.4], [1.5, -0.2, -0.8]],
  "molar_mass_g_mol": 104.1,
  "energy_ev": -10418.864,
  "relative_energy_kcal_mol": 49.3,
  "charge": 0
}


{
  "formula": "C4H8O3",
  "method": "the ωB97M-V functional and the def2-TZVPD basis",
  "elements": ["C", "C", "O", "C", "O", "C", "O", "H", "H", "H", "H", "H", "H", "H", "H"],
  "xyz": [[0.975739, 1.225317, -0.537379], [0.411255, 0.392688, 0.596221], [0.250256, 1.218191, 1.724793], [-0.836800, -0.405623, 0.187259], [-1.683132, 0.212062, -0.736938], [-0.276661, -1.694597, -0.414197], [-0.785855, -2.240061, -1.361953], [1.942412, 1.625631, -0.222541], [1.124697, 0.599515, -1.424342], [0.312918, 2.051163, -0.806177], [1.169244, -0.393050, 0.821545], [-0.315045, 0.768794, 2.364570], [-1.404491, -0.666499, 1.105944], [-1.952589, -0.493545, -1.352036], [0.694549, -2.007624, 0.043314]],
  "forces_ev_per_a": [[0.0, 0.0, 0.0], [0.4, -0.2, -0.3], [-0.4, 0.2, 0.2], [0.3, -0.2, 0.0], [-0.1, -0.1, 0.0], [-0.1, -0.1, -0.3], [0.3, 0.2, 0.5], [-0.1, 0.0, -0.1], [0.0, 0.1, 0.1], [0.0, -0.2, 0.1], [-0.2, 0.5, 0.2], [0.1, 0.1, 0.0], [0.2, -0.1, -0.1], [0.0, 0.2, 0.0], [-0.5, -0.4, -0.3]],
  "molar_mass_g_mol": 104.1,
  "energy_ev": -10419.291,
  "relative_energy_kcal_mol": 39.5,
  "charge": 0
}


{
  "formula": "C4H8O3",
  "method": "the ωB97M-V functional and the def2-TZVPD basis",
  "elements": ["C", "O", "C", "O", "C", "C", "O", "H", "H", "H", "H", "H", "H", "H", "H"],
  "xyz": [[-2.376020, 0.473806, 1.053740], [-1.362381, -0.383773, 0.518118], [-0.175023, 0.200571, 0.331375], [0.057245, 1.360041, 0.591927], [0.891412, -0.740599, -0.217557], [1.438081, -0.206798, -1.533929], [1.924434, -0.847216, 0.740694], [-2.030899, 0.955557, 1.970525], [-3.236008, -0.162936, 1.257114], [-2.640419, 1.246992, 0.328807], [0.474557, -1.743080, -0.329119], [0.673631, -0.165212, -2.314615], [2.262136, -0.841027, -1.869513], [1.819930, 0.807269, -1.378180], [2.279324, 0.046403, 0.850614]],
  "forces_ev_per_a": [[-0.2, 0.1, 0.1], [0.2, 0.0, -0.1], [0.1, 0.4, 0.1], [-0.1, -0.5, -0.1], [-0.1, -0.1, -0.2], [0.0, 0.1, -0.1], [0.1, 0.2, 0.1], [0.0, -0.1, -0.1], [0.1, 0.0, 0.0], [0.0, -0.1, 0.1], [0.0, 0.1, 0.0], [0.0, 0.0, 0.1], [-0.1, 0.0, 0.0], [-0.1, -0.1, 0.0], [0.0, -0.1, 0.1]],
  "molar_mass_g_mol": 104.1,
  "energy_ev": -10420.170,
  "relative_energy_kcal_mol": 19.2,
  "charge": 0
}


{
  "formula": "C4H8O3",
  "method": "the ωB97M-V functional and the def2-TZVPD basis",
  "elements": ["O", "C", "C", "C", "O", "C", "O", "H", "H", "H", "H", "H", "H", "H", "H"],
  "xyz": [[0.856083, 0.864603, 1.870353], [1.407651, -0.165249, 1.056209], [1.054031, 0.084385, -0.382067], [-0.193544, 0.025606, -0.852734], [-0.532216, 0.300216, -2.146215], [-1.413438, -0.410843, -0.077681], [-2.577529, 0.282968, -0.458231], [1.090375, 0.670049, 2.786841], [1.035267, -1.149790, 1.384961], [2.503597, -0.187439, 1.146574], [1.860225, 0.362883, -1.058736], [0.237778, 0.653561, -2.612963], [-1.537022, -1.498216, -0.220925], [-1.250529, -0.218307, 0.984259], [-2.540728, 0.385572, -1.419643]],
  "forces_ev_per_a": [[0.1, 0.0, 0.3], [0.1, -0.3, -0.2], [-0.2, 0.1, -0.1], [0.2, -0.1, 0.2], [0.2, 0.1, -0.1], [0.3, -0.2, 0.2], [0.0, 0.1, -0.3], [-0.1, 0.1, -0.1], [0.0, 0.2, 0.0], [-0.2, 0.0, 0.0], [-0.1, 0.0, 0.1], [-0.2, -0.1, 0.1], [0.0, 0.1, 0.0], [0.0, -0.1, -0.1], [-0.1, 0.0, 0.2]],
  "molar_mass_g_mol": 104.1,
  "energy_ev": -10418.949,
  "relative_energy_kcal_mol": 47.4,
  "charge": 0
}


{
  "formula": "C4H8O3",
  "method": "the ωB97M-V functional and the def2-TZVPD basis",
  "elements": ["O", "C", "O", "C", "C", "C", "O", "H", "H", "H", "H", "H", "H", "H", "H"],
  "xyz": [[-0.415031, -2.601928, 1.751174], [-0.258798, -1.441400, 1.535151], [0.247976, -0.574833, 2.493275], [-0.568440, -0.759188, 0.196688], [0.278572, 0.466961, -0.220954], [-0.280799, 1.122956, -1.480084], [0.570038, 2.036328, -2.123010], [0.802467, -1.141977, 3.057869], [-1.646763, -0.618410, 0.207222], [-0.306070, -1.617606, -0.460503], [0.499773, 1.155104, 0.589026], [1.370341, 0.153675, -0.393388], [-0.481253, 0.276189, -2.164938], [-1.263252, 1.551856, -1.243201], [1.451233, 1.992273, -1.744322]],
  "forces_ev_per_a": [[0.1, -0.4, 0.0], [0.4, 1.7, 0.3], [0.3, -0.8, -0.8], [1.2, -1.1, 0.3], [1.7, -0.4, 0.3], [-0.2, -1.5, 0.2], [-0.1, 0.5, 0.1], [-0.5, 0.2, 0.3], [-0.1, 0.3, -0.3], [-0.7, 0.7, -0.1], [-0.9, 0.4, 0.3], [-1.5, -0.2, -0.3], [0.0, 0.4, 0.0], [0.3, 0.4, -0.2], [0.0, -0.1, 0.1]],
  "molar_mass_g_mol": 104.1,
  "energy_ev": -10419.949,
  "relative_energy_kcal_mol": 24.3,
  "charge": 0
}


{
  "formula": "C4H8O3",
  "method": "the ωB97M-V functional and the def2-TZVPD basis",
  "elements": ["C", "C", "O", "C", "C", "O", "O", "H", "H", "H", "H", "H", "H", "H", "H"],
  "xyz": [[0.788095, -0.017802, -1.516405], [0.711390, 0.808513, -0.306355], [1.647505, 0.424505, 0.632818], [-0.997184, 0.620324, 0.444410], [-1.123021, -0.808716, 0.622050], [-1.123785, -1.622354, -0.315688], [-0.820250, -1.229809, 1.871687], [0.196252, -1.020538, -1.226959], [0.249268, 0.416816, -2.353813], [1.811228, -0.273356, -1.775180], [0.678023, 1.889553, -0.473564], [1.444256, 0.822676, 1.487774], [-1.034209, 1.184158, 1.373463], [-1.645746, 1.004206, -0.335626], [-0.781821, -2.198176, 1.871387]],
  "forces_ev_per_a": [[-1.3, -2.5, 0.3], [-2.7, 0.6, 1.6], [0.2, -0.2, 0.2], [1.9, 0.7, -1.2], [1.7, -2.1, -1.2], [-1.4, 0.8, 1.7], [-0.5, 0.2, 0.3], [1.7, 2.0, -1.1], [0.1, 0.1, -0.1], [0.1, 0.1, 0.0], [0.2, -0.1, 0.0], [0.1, 0.0, -0.2], [0.0, 0.1, -0.1], [-0.1, 0.0, 0.1], [0.0, 0.1, -0.2]],
  "molar_mass_g_mol": 104.1,
  "energy_ev": -10419.284,
  "relative_energy_kcal_mol": 39.6,
  "charge": 0
}


| no. | lowest unoccupied orbital energy (eV) |
| --- | --- |
| 1 | 0.3 |
| 2 | 0.6 |
| 3 | 0.7 |
| 4 | 0.6 |
| 5 | 0.9 |
| 6 | 0.7 |
| 7 | 0.6 |
| 8 | 0.7 |